C16H28BNO32S6 as an isolated structure. Source: OMol25; level of theory: ωB97M-V/def2-TZVPD.

Last column: Löwdin charge in e.
Cartesian coordinates (Å):
N (0.443, -0.509, 0.695)  0.326
H (0.586, -1.437, 1.108)  0.118
H (0.455, -0.612, -0.326)  0.072
H (1.017, 0.262, 1.020)  0.101
H (-0.523, -0.227, 0.895)  0.100
O (7.506, -5.180, -2.521)  0.159
C (6.719, -4.797, -1.712)  -0.377
O (5.403, -5.032, -1.713)  0.236
B (4.777, -4.239, -0.668)  -0.873
O (5.866, -3.620, 0.096)  0.232
C (7.032, -3.971, -0.437)  -0.388
O (8.122, -3.653, -0.074)  0.156
O (3.849, -3.213, -1.214)  0.252
C (2.714, -3.262, -0.594)  -0.384
O (1.765, -2.540, -0.810)  0.099
C (2.743, -4.472, 0.365)  -0.399
O (3.903, -5.057, 0.210)  0.245
O (1.866, -4.759, 1.131)  0.145
C (-0.488, 1.190, -5.086)  -0.161
C (0.973, 1.460, -5.381)  -0.139
O (1.539, 1.391, -4.047)  -0.190
S (1.007, 0.022, -3.449)  0.603
O (0.863, 0.139, -2.049)  -0.222
O (1.697, -1.075, -4.001)  -0.169
O (-0.442, 0.113, -4.147)  -0.186
H (-1.034, 0.885, -5.974)  0.140
H (-0.926, 2.073, -4.615)  0.119
H (1.253, 2.430, -5.783)  0.140
H (1.451, 0.712, -6.018)  0.135
C (-3.301, 1.134, -3.005)  -0.112
C (-4.452, 1.563, -2.148)  -0.139
O (-3.887, 2.050, -0.912)  -0.190
S (-2.407, 2.577, -1.164)  0.561
O (-1.439, 1.889, -0.392)  -0.217
O (-2.444, 3.996, -1.104)  -0.216
O (-2.289, 2.184, -2.699)  -0.221
H (-3.490, 1.219, -4.068)  0.139
H (-2.755, 0.257, -2.671)  0.102
H (-5.190, 0.794, -1.951)  0.140
H (-4.887, 2.457, -2.602)  0.139
C (-3.683, 3.727, 2.403)  -0.109
C (-2.514, 4.742, 2.505)  -0.163
O (-1.466, 4.092, 3.171)  -0.165
S (-1.833, 2.596, 3.575)  0.563
O (-1.452, 2.349, 4.898)  -0.183
O (-1.393, 1.751, 2.525)  -0.232
O (-3.377, 2.814, 3.476)  -0.179
H (-3.554, 3.177, 1.473)  0.097
H (-4.678, 4.127, 2.535)  0.137
H (-2.895, 5.656, 2.968)  0.131
H (-2.201, 5.053, 1.507)  0.124
C (0.506, -0.637, 5.363)  -0.135
C (1.080, -0.407, 3.981)  -0.180
O (0.912, -1.692, 3.342)  -0.223
S (1.348, -2.812, 4.427)  0.583
O (2.747, -2.960, 4.373)  -0.196
O (0.507, -3.927, 4.340)  -0.193
O (0.916, -1.974, 5.719)  -0.187
H (-0.573, -0.723, 5.219)  0.135
H (0.808, 0.094, 6.102)  0.140
H (2.127, -0.105, 3.919)  0.138
H (0.494, 0.339, 3.446)  0.083
C (3.533, 3.599, -0.380)  -0.130
C (2.460, 2.728, -1.073)  -0.113
O (1.715, 2.132, 0.021)  -0.238
S (1.752, 3.103, 1.266)  0.576
O (1.594, 2.403, 2.481)  -0.197
O (0.927, 4.212, 0.959)  -0.201
O (3.239, 3.595, 1.018)  -0.173
H (3.319, 4.623, -0.697)  0.130
H (4.563, 3.352, -0.605)  0.136
H (2.807, 1.907, -1.687)  0.120
H (1.723, 3.361, -1.562)  0.132
C (-4.951, -3.191, 0.166)  -0.143
C (-4.197, -3.919, -0.969)  -0.131
O (-3.056, -3.108, -1.264)  -0.169
S (-2.789, -2.033, -0.140)  0.573
O (-2.357, -0.811, -0.710)  -0.219
O (-1.952, -2.594, 0.834)  -0.178
O (-4.277, -1.955, 0.376)  -0.169
H (-4.869, -3.829, 1.049)  0.134
H (-6.010, -3.023, 0.006)  0.132
H (-4.772, -4.081, -1.878)  0.130
H (-3.826, -4.893, -0.655)  0.135

Calculated values
Kohn-Sham gap, eV: 8.04
ΔE to the lowest compared entry with this formula, charge and spin, eV: 1.136
Highest occupied orbital energy, Eh: -0.31803